[1]
10
Properties=species:S:1:pos:R:3 method="wB97M-V/def2-TZVPD" lumo_energy_ev="-1.30 / -1.52" total_energy_ha=-625.05698 homo_lumo_gap_ev="8.54 / 8.28" total_charge=0
C -0.536 0.060 1.151
C -0.657 0.181 -1.066
N 0.065 -0.679 -0.015
O -3.097 1.145 0.030
O -2.623 -1.361 0.033
P -2.177 0.015 -0.063
H 0.062 0.813 1.487
H -0.170 1.054 -1.449
H 1.104 -0.593 -0.008
H -0.336 -1.642 0.065

[2]
10
Properties=species:S:1:pos:R:3 method="wB97M-V/def2-TZVPD" smiles="CN(S)C(=O)[O-]" lumo_energy_ev=3.49 total_energy_ha=-682.06788 homo_lumo_gap_ev=7.74 total_charge=-1
C -0.564 -0.186 0.138
N 0.774 0.217 0.134
S 0.810 1.931 0.206
C 2.067 -0.671 0.025
O 3.087 -0.064 -0.272
O 1.810 -1.809 0.318
H -1.225 0.572 0.641
H -1.075 -0.173 -0.861
H -0.651 -1.234 0.407
H 0.594 2.223 -1.039

[3]
10
Properties=species:S:1:pos:R:3 method="wB97M-V/def2-TZVPD" lumo_energy_ev=3.73 total_energy_ha=-681.83638 homo_lumo_gap_ev=5.71 total_charge=-1
C -0.440 -1.169 0.396
C 1.325 0.975 -0.297
N 1.437 -0.427 -0.428
O -1.058 -0.368 1.290
O -3.022 -0.786 -0.400
S -1.701 -0.105 -0.264
H -0.550 -2.197 0.500
H 0.619 1.496 -1.038
H 2.351 1.438 -0.460
H 1.039 1.142 0.702

[4]
11
Properties=species:S:1:pos:R:3 method="wB97M-V/def2-TZVPD" lumo_energy_ev=7.25 total_energy_ha=-700.21599 homo_lumo_gap_ev=6.27 total_charge=-2
C -0.930 -0.209 -1.128
C 0.057 0.330 -0.196
N 0.121 0.663 -1.476
O 0.676 1.048 -2.563
O -1.101 0.362 2.291
O 1.396 0.183 2.131
P 0.091 0.971 1.583
H -0.673 -1.232 -1.321
H -2.066 0.002 -1.130
H 1.065 -1.540 0.417
H 1.364 -0.577 1.393

[5]
11
Properties=species:S:1:pos:R:3 method="wB97M-V/def2-TZVPD" smiles="N=C=CP(=O)(O)O" lumo_energy_ev=0.41 total_energy_ha=-700.48538 homo_lumo_gap_ev=10.20 total_charge=0
N -2.670 -0.591 0.397
C -1.619 -0.392 -0.204
C -0.460 -0.251 -0.917
P 1.189 0.193 -0.279
O 2.006 1.092 -1.138
O 1.861 -1.168 0.327
O 0.706 1.030 1.007
H -3.021 0.266 0.896
H -0.587 -0.083 -1.930
H 1.232 -1.842 0.606
H 1.363 1.747 1.236

[6]
11
Properties=species:S:1:pos:R:3 method="wB97M-V/def2-TZVPD" smiles="O=C1CN[P@@H](=O)O1" lumo_energy_ev=0.54 total_energy_ha=-700.48140 homo_lumo_gap_ev=10.78 total_charge=0
O 1.766 1.866 0.152
C 0.849 1.134 0.013
C 1.033 -0.402 0.230
N -0.214 -1.001 0.186
P -1.476 -0.048 -0.319
O -2.723 -0.056 0.419
O -0.410 1.453 -0.263
H 1.686 -0.671 -0.615
H 1.625 -0.666 1.021
H -0.452 -1.742 0.955
H -1.684 0.132 -1.778

[7]
11
Properties=species:S:1:pos:R:3 method="wB97M-V/def2-TZVPD" lumo_energy_ev=-0.78 total_energy_ha=-700.41684 homo_lumo_gap_ev=9.10 total_charge=0
C 1.004 1.227 -0.164
C 1.068 -0.083 0.302
N -0.030 -0.940 0.159
O 1.459 2.236 -0.378
O -2.652 -0.585 0.604
O -1.198 1.265 -0.304
P -1.566 -0.222 -0.303
H 2.048 -0.475 -0.253
H 1.447 -0.037 1.391
H 0.199 -1.936 0.558
H -1.778 -0.451 -1.614

[8]
12
Properties=species:S:1:pos:R:3 method="wB97M-V/def2-TZVPD" lumo_energy_ev=-17.32 total_energy_ha=-802.93850 homo_lumo_gap_ev=9.13 total_charge=+3
N 1.449 -0.887 0.187
C 1.226 0.285 -0.339
C 0.064 1.059 0.244
S -1.449 0.143 -0.160
O -2.571 0.874 -0.507
O -1.526 -0.750 1.204
O -1.050 -0.993 -1.082
H 2.276 -1.371 -0.206
H 1.793 0.663 -1.198
H 0.149 0.948 1.333
H 0.005 2.117 -0.034
Zr -0.366 -2.086 0.558